(1)
Computed, not measured: an isolated molecule of C23H30N2O6S at a distorted geometry, with ωB97M-V/def2-TZVPD.

Computed properties:
* orbital gap: 8.69 eV
* spin multiplicity: 1
* HOMO energy: -8.11 eV
* SMILES: COc1ccc(CCNC(=O)C2CCN(S(=O)(=O)c3cc(OC)ccc3OC)CC2)cc1

XYZ file:
```
62
Properties=species:S:1:pos:R:3:forces:R:3
C -2.48524 -4.15645 -0.18154 0.0 -0.1 0.1
O -2.39050 -3.03639 -1.03014 -0.1 0.2 -0.1
C -3.01524 -1.88090 -0.64868 0.0 0.2 -0.1
C -3.66824 -1.69719 0.56357 0.1 -0.3 0.0
C -4.26578 -0.48290 0.84620 0.0 0.1 -0.2
C -4.23681 0.56499 -0.06086 -0.2 0.0 0.0
C -4.83382 1.89601 0.29633 0.3 0.0 0.2
C -3.87658 2.67053 1.21642 -0.2 0.0 0.0
N -2.60791 2.93315 0.57928 -0.4 0.3 -0.2
C -1.49251 2.21748 0.85382 0.4 0.4 -0.3
O -1.44710 1.37303 1.72261 0.1 -0.3 0.2
C -0.28781 2.58385 -0.00742 0.0 -0.4 0.3
C 0.98471 2.56684 0.84217 0.0 0.2 -0.2
C 2.20057 2.85031 -0.03815 0.1 0.2 0.7
N 2.29522 1.94976 -1.15880 0.7 -0.8 0.1
S 3.25952 0.60612 -1.00275 0.3 0.4 -0.3
O 4.37633 1.00914 -0.19309 -0.3 0.0 0.3
O 3.52697 0.12110 -2.32134 -0.3 -0.1 0.1
C 2.35468 -0.63110 -0.06008 0.2 0.3 -0.7
C 2.61362 -0.67393 1.29599 0.0 -0.1 0.5
C 1.99198 -1.62401 2.09752 -0.1 0.0 -0.3
O 2.17242 -1.75372 3.43749 -0.2 -0.2 -0.1
C 3.01774 -0.83084 4.08490 0.1 0.1 0.1
C 1.12427 -2.53422 1.49239 0.2 0.2 0.2
C 0.87214 -2.48928 0.13755 0.0 0.1 -0.2
C 1.47281 -1.51929 -0.66778 0.0 -0.1 0.0
O 1.23976 -1.36614 -1.99297 0.0 0.0 0.2
C 0.55147 -2.39139 -2.67861 -0.2 -0.1 -0.1
C 1.10764 1.83325 -1.96454 -0.5 -0.3 -0.4
C -0.14874 1.55271 -1.13445 0.2 0.3 -0.1
C -3.58515 0.37021 -1.27155 -0.1 -0.1 0.1
C -2.98095 -0.83393 -1.56742 0.1 -0.2 0.0
H -2.01103 -3.96938 0.78705 0.0 0.0 0.0
H -3.52769 -4.45096 -0.02569 0.0 0.0 0.0
H -1.95963 -4.96165 -0.69379 0.0 0.0 0.1
H -3.71275 -2.48518 1.29796 0.0 -0.1 0.0
H -4.76366 -0.35225 1.79572 0.0 0.0 0.1
H -5.78022 1.75960 0.82203 -0.1 0.1 0.0
H -5.02213 2.48100 -0.60675 -0.1 0.0 0.0
H -4.32947 3.62051 1.51710 0.0 -0.1 0.1
H -3.65536 2.07544 2.10470 -0.1 0.1 0.0
H -2.61409 3.54948 -0.21782 0.2 0.0 0.1
H -0.42458 3.58159 -0.43991 0.0 0.0 0.0
H 1.07173 1.58600 1.31188 0.0 0.0 0.0
H 0.91874 3.31883 1.63075 0.0 0.0 0.1
H 2.14086 3.87351 -0.43008 0.1 -0.1 0.0
H 3.13062 2.74635 0.52036 -0.1 0.3 0.0
H 3.32913 0.03559 1.67682 0.1 0.0 0.2
H 4.04183 -0.88816 3.70398 0.0 0.0 0.0
H 3.00615 -1.11149 5.13689 0.0 0.1 -0.1
H 2.64646 0.19284 3.97732 0.0 0.0 0.0
H 0.65589 -3.28201 2.11270 -0.1 -0.1 0.1
H 0.19847 -3.20830 -0.29664 -0.1 -0.1 -0.1
H 1.06545 -3.35130 -2.57361 0.0 0.0 0.0
H 0.56138 -2.09258 -3.72526 0.0 -0.1 0.0
H -0.48158 -2.48854 -2.33239 0.1 0.0 0.0
H 0.97918 2.77191 -2.51872 0.0 -0.1 0.0
H 1.29367 1.02592 -2.67273 -0.2 0.1 -0.1
H -1.02373 1.57979 -1.78590 0.0 -0.1 0.0
H -0.09320 0.55991 -0.68736 -0.1 0.0 0.0
H -3.55834 1.16852 -2.00054 0.0 0.1 -0.1
H -2.47727 -0.98379 -2.50972 0.1 0.0 -0.1
```
Forces are in eV/Å.

(2)
Computed, not measured: a structure of composition C5H12AuN2OS4 at a distorted geometry, with ωB97M-V/def2-TZVPD.

Computed properties:
* orbital gap: 6.63 eV
* spin multiplicity: 1
* charge: +1
* HOMO energy: -11.76 eV

XYZ file:
```
25
Properties=species:S:1:pos:R:3:forces:R:3
Au -0.08503 -0.12880 -2.39053 -1.1 -0.3 0.2
S -3.55485 1.06270 -4.94014 -2.1 0.7 -1.6
C -2.32107 0.75049 -4.06589 1.5 -0.7 1.2
S -0.90017 -0.13040 -4.52850 0.4 -0.3 0.0
S -2.11240 1.09330 -2.38163 0.9 0.2 0.3
N 0.39951 -2.76729 -0.97105 0.0 -0.2 0.0
N 0.65715 -2.28186 -2.30573 0.4 0.3 0.0
H 0.99575 -3.57079 -0.78607 -0.1 0.0 -0.1
H -0.55847 -3.10354 -0.94373 0.0 0.1 0.0
H 0.20334 -2.85403 -3.01348 0.0 0.0 -0.1
H 1.65592 -2.33957 -2.47460 0.0 0.0 0.1
O 0.71485 0.13926 -0.44444 0.2 0.2 -0.3
S -0.18740 0.08865 0.79958 -0.2 0.0 0.2
C 0.97019 -0.23660 2.14494 0.0 0.0 0.0
C 0.61388 0.75610 3.23977 0.0 0.0 0.1
C 0.41282 2.09634 2.53524 0.0 0.0 0.0
C -0.45196 1.82024 1.30503 0.0 0.0 0.0
H 1.95008 -0.03435 1.70630 0.0 0.0 0.0
H 0.89847 -1.28372 2.42540 0.0 0.0 0.0
H 1.40696 0.79712 3.98604 0.0 0.0 0.0
H -0.30104 0.44868 3.75279 0.0 0.0 0.0
H 1.37486 2.50874 2.23027 0.0 0.0 0.0
H -0.06685 2.82504 3.18423 0.0 0.0 0.0
H -0.19648 2.41880 0.43133 0.0 0.0 0.0
H -1.51807 1.92549 1.50486 0.0 0.0 0.0
```
Forces are in eV/Å.

(3)
Computed, not measured: a structure of composition C29H21ClI2N4O2Zn, with ωB97M-V/def2-TZVPD.

Computed properties:
* orbital gap: 6.89 eV
* spin multiplicity: 1
* HOMO energy: -7.36 eV

XYZ file:
```
60
Properties=species:S:1:pos:R:3:forces:R:3
Zn 0.02610 -0.09192 0.41836 0.1 0.0 -0.3
Cl 5.83316 1.60193 3.86453 0.0 0.0 0.0
C 4.21468 1.12487 3.42409 0.0 -0.1 0.1
C 3.62274 0.02162 4.05075 0.0 0.0 0.0
C 2.35818 -0.37573 3.69800 0.0 -0.1 0.0
C 1.61633 0.27785 2.67793 -0.1 0.1 0.1
O 0.44224 -0.17344 2.35195 0.2 0.0 -0.1
C 2.21659 1.43973 2.10320 0.0 0.0 0.0
C 1.51324 2.30705 1.19048 0.0 0.0 0.2
N 0.40078 2.00818 0.62843 -0.3 0.0 -0.2
C -0.28169 2.91711 -0.20109 0.0 0.1 -0.1
C 0.25953 4.05593 -0.74027 0.0 0.0 0.0
C -0.48157 4.87362 -1.61746 0.1 0.1 0.0
C -1.77941 4.58929 -1.92040 -0.1 0.0 0.0
C -2.39704 3.45234 -1.34706 0.1 0.0 0.1
C -3.75671 3.13368 -1.54758 0.0 0.0 0.0
C -4.28732 2.02560 -0.95345 -0.1 0.0 0.0
C -3.43750 1.19784 -0.19476 0.1 0.1 -0.1
N -2.16771 1.45116 0.00767 0.0 0.1 0.1
C -1.64230 2.59317 -0.51386 0.1 -0.1 0.0
C 3.51188 1.83199 2.49012 -0.1 0.1 -0.1
H 4.17332 -0.50936 4.81865 0.0 0.0 0.0
H 1.88725 -1.22247 4.18269 0.0 0.0 0.0
H 1.95973 3.29157 1.03457 0.0 0.0 0.0
H 1.28433 4.32524 -0.51885 0.0 0.0 -0.1
H -0.00172 5.73818 -2.06166 0.0 0.0 0.1
H -2.34507 5.21346 -2.60240 0.0 0.0 0.1
H -4.36713 3.78216 -2.16536 0.0 0.0 0.0
H -5.33448 1.77307 -1.06271 0.1 0.0 0.0
H -3.82652 0.28674 0.25510 0.0 0.0 0.0
H 3.95465 2.70870 2.02938 0.0 0.0 0.0
I -1.54181 2.40394 -6.01295 0.1 -0.1 0.1
C -0.48259 1.51011 -4.44164 0.0 0.1 -0.1
C 0.72822 2.05478 -4.03253 -0.1 -0.1 0.1
C 1.37686 1.50208 -2.94333 0.1 0.0 0.2
I 3.21023 2.28562 -2.30779 -0.1 0.0 0.0
C 0.84445 0.42301 -2.19696 -0.1 0.1 0.1
O 1.37612 -0.01293 -1.09436 -0.1 0.0 -0.2
C -0.33489 -0.16986 -2.72682 0.0 0.0 0.0
C -0.79889 -1.45816 -2.10691 0.1 0.1 0.0
N -1.38847 -1.28410 -0.75202 0.1 -0.2 0.3
C -1.65304 -2.57332 -0.09134 0.0 0.0 0.0
C -0.45323 -3.07658 0.68679 0.1 0.2 -0.1
C -0.51355 -4.22332 1.46646 0.0 -0.1 0.0
C 0.64036 -4.64600 2.10274 0.0 0.0 0.0
C 1.81583 -3.92824 1.92381 0.0 0.0 0.0
C 1.77562 -2.78516 1.14890 -0.1 0.1 0.0
N 0.65553 -2.35985 0.55914 0.0 -0.2 0.1
C -0.99277 0.38520 -3.81512 0.0 -0.1 0.1
H 1.15764 2.90122 -4.55222 0.0 0.0 0.0
H 0.06225 -2.11793 -1.99252 0.0 0.0 0.1
H -1.52743 -1.94070 -2.76450 0.0 -0.1 0.0
H -2.26767 -0.79215 -0.85563 0.1 0.1 0.0
H -1.92083 -3.33468 -0.83137 -0.1 0.0 0.0
H -2.50597 -2.46553 0.58106 0.0 0.0 0.0
H -1.44557 -4.76723 1.57132 0.1 0.0 0.0
H 0.62474 -5.52672 2.73282 0.0 0.0 0.0
H 2.74270 -4.24319 2.38511 0.0 0.0 0.0
H 2.65838 -2.17410 0.98734 -0.1 0.0 0.1
H -1.90659 -0.07298 -4.18157 0.1 0.0 0.0
```
Forces are in eV/Å.

(4)
Computed, not measured: an isolated molecule of C24H38N4O6S at a distorted geometry, with ωB97M-V/def2-TZVPD.

Computed properties:
* orbital gap: 8.87 eV
* spin multiplicity: 1
* HOMO energy: -8.34 eV
* SMILES: CCCCN(CCCC)CCNC(=O)CN1C(=O)COc2ccc(S(=O)(=O)N3CCOCC3)cc21

XYZ file:
```
73
Properties=species:S:1:pos:R:3:forces:R:3
C 2.13033 4.38418 0.23964 -0.2 0.1 0.1
C 0.98354 4.57824 1.22552 0.1 -0.2 0.1
C 0.61053 3.29365 1.96992 -0.2 0.1 -0.1
C 0.03447 2.17087 1.08127 0.2 0.0 0.1
N -1.40522 1.94686 1.15166 -0.3 0.1 -0.1
C -1.83361 1.35296 2.40915 0.1 -0.3 -0.1
C -1.46746 -0.12958 2.49511 -0.2 0.3 0.3
C -1.99470 -0.76928 3.77671 0.2 -0.1 -0.2
C -1.62334 -2.24485 3.85230 -0.1 0.2 0.1
C -2.21267 3.08431 0.75220 0.1 0.0 -0.2
C -2.04263 3.42257 -0.73724 0.1 0.1 0.3
N -2.26133 2.26455 -1.56865 -0.4 0.3 0.1
C -1.25404 1.56949 -2.11240 -0.4 -0.4 -0.3
O -0.09402 1.93129 -2.14032 0.5 0.1 -0.1
C -1.70502 0.24388 -2.74007 0.1 0.2 -0.2
N -2.29939 -0.65595 -1.76907 0.0 0.0 -0.2
C -3.64848 -0.68991 -1.63722 -0.1 -0.2 0.1
O -4.38480 0.07795 -2.22606 -0.2 0.1 0.0
C -4.16996 -1.73479 -0.66468 -0.4 0.3 0.1
O -3.35800 -2.88450 -0.55048 0.3 -0.2 -0.2
C -2.03487 -2.60396 -0.37844 0.3 0.2 0.1
C -1.23846 -3.47191 0.35485 -0.1 0.2 -0.2
C 0.08888 -3.15298 0.58947 0.1 -0.1 0.1
C 0.60079 -1.97238 0.08931 0.5 0.1 0.0
S 2.23228 -1.42841 0.58576 -0.5 -0.1 -0.3
O 3.04750 -2.58776 0.82375 -0.1 0.0 -0.2
O 2.05511 -0.50033 1.66737 0.1 0.3 -0.1
N 2.71499 -0.58200 -0.76829 -0.4 -0.5 1.0
C 3.29602 0.73136 -0.56799 0.4 0.4 0.3
C 4.79484 0.61377 -0.28549 -0.2 0.2 0.1
O 5.45126 -0.11088 -1.30361 0.1 0.1 -0.2
C 4.92357 -1.41352 -1.42735 -0.2 -0.2 -0.1
C 3.42698 -1.37182 -1.75216 0.4 -0.4 -0.3
C -0.15847 -1.12401 -0.69278 -0.3 0.0 0.0
C -1.48167 -1.44838 -0.95168 0.1 -0.4 0.4
H 2.99865 3.96818 0.74614 0.2 0.0 0.1
H 2.41286 5.33854 -0.19974 0.1 0.0 -0.1
H 1.84928 3.71069 -0.56560 0.0 -0.1 -0.2
H 0.11441 4.97344 0.69584 -0.1 0.1 0.0
H 1.28084 5.32659 1.96584 -0.1 0.1 0.0
H -0.11091 3.54237 2.75250 0.0 -0.1 0.1
H 1.50452 2.91621 2.46973 0.0 0.0 0.1
H 0.50708 1.22749 1.35229 0.0 0.0 -0.1
H 0.28533 2.36180 0.03906 0.1 -0.1 0.0
H -1.41488 1.87656 3.28308 -0.1 0.0 0.0
H -2.92318 1.44012 2.47260 0.0 0.0 0.0
H -1.88584 -0.64501 1.62869 0.0 0.0 -0.1
H -0.38513 -0.25467 2.45979 0.1 0.0 -0.1
H -3.08200 -0.66234 3.82381 0.0 0.1 0.1
H -1.57424 -0.24550 4.63759 -0.1 0.1 0.1
H -2.07151 -2.79362 3.02667 0.0 -0.1 -0.1
H -1.96991 -2.68081 4.78650 0.0 -0.1 0.1
H -0.54402 -2.36302 3.79168 0.1 -0.1 0.0
H -2.00582 3.99553 1.33754 -0.1 0.0 0.0
H -3.26180 2.81790 0.91789 0.0 0.1 0.1
H -1.03321 3.77685 -0.94674 -0.1 0.1 0.0
H -2.75795 4.20452 -1.00754 0.1 0.0 0.0
H -3.19239 1.87254 -1.59134 0.1 -0.1 -0.1
H -0.84419 -0.24370 -3.20119 -0.1 0.1 0.1
H -2.46778 0.44876 -3.49749 0.2 0.0 0.1
H -4.28421 -1.25228 0.32046 0.0 -0.1 -0.1
H -5.15152 -2.07477 -1.00050 0.2 0.2 0.0
H -1.67907 -4.37502 0.74500 -0.1 -0.1 0.1
H 0.72662 -3.79570 1.17365 0.0 -0.2 0.1
H 2.78213 1.18970 0.27460 0.1 0.2 -0.1
H 3.11752 1.31715 -1.47458 0.0 0.0 0.1
H 5.26757 1.59685 -0.26056 -0.1 0.0 0.1
H 4.93401 0.10958 0.68347 0.0 0.1 0.0
H 5.48470 -1.89345 -2.23083 -0.1 -0.1 0.1
H 5.06302 -1.97185 -0.49069 0.0 0.0 -0.1
H 3.00814 -2.37800 -1.74048 0.1 0.0 -0.2
H 3.26521 -0.91233 -2.73249 0.0 -0.1 0.1
H 0.28779 -0.22033 -1.06988 0.0 0.2 -0.2
```
Forces are in eV/Å.

(5)
Computed, not measured: a cluster of 2 separate species, C5H10O in total at a distorted geometry, with ωB97M-V/def2-TZVPD.

Computed properties:
* orbital gap: 8.64 eV
* spin multiplicity: 1
* HOMO energy: -7.67 eV

XYZ file:
```
16
Properties=species:S:1:pos:R:3:forces:R:3
C 2.37731 0.07487 0.44677 0.2 0.3 -0.1
O 1.50819 -1.05196 0.41727 -0.1 -0.3 -0.2
C 0.71651 -1.31820 -0.59590 1.1 -0.7 -0.2
C -0.83925 0.76595 -0.40481 0.0 -0.7 0.2
C -2.17483 0.51908 0.18331 -0.7 0.6 0.1
C -1.31614 -0.68272 0.14253 -0.4 0.5 0.0
H 1.96464 0.84506 1.09737 -0.1 0.0 0.0
H 2.49160 0.46320 -0.56465 0.1 0.1 0.0
H 3.33801 -0.23808 0.85462 0.0 -0.1 -0.1
H 0.90146 -0.59633 -1.43366 0.2 0.1 0.3
H -0.14248 1.41057 0.14127 -0.2 -0.6 0.0
H -0.78054 0.93631 -1.48465 -0.1 -0.4 0.4
H -3.01562 0.52611 -0.48513 -0.3 0.2 -0.1
H -2.35685 0.92134 1.16476 -0.2 0.2 0.1
H -1.06901 -1.10504 1.12195 0.5 0.4 -0.5
H -1.61826 -1.45444 -0.55766 0.2 0.4 0.0
```
Forces are in eV/Å.

(6)
Computed, not measured: the ion C4H9NP with charge +1 at a distorted geometry, with ωB97M-V/def2-TZVPD.

Computed properties:
* orbital gap: 9.92 eV
* spin multiplicity: 1
* charge: +1
* HOMO energy: -14.45 eV
* SMILES: C/C=[NH+]/P1CC1

XYZ file:
```
15
Properties=species:S:1:pos:R:3:forces:R:3
C -1.84697 -1.78198 -0.80962 -0.3 0.5 -0.7
C -1.31609 -0.39609 -0.85484 0.4 1.8 0.7
N -0.40977 0.07817 -0.03224 -1.1 -1.0 -1.8
P 0.15280 1.91188 -0.18983 0.5 -0.6 0.2
C 1.15536 2.10180 1.36566 -0.3 -2.0 -0.6
C 1.98739 1.77380 0.11721 -0.1 -2.5 0.1
H -1.13280 -2.44231 -1.23268 0.9 -0.7 -0.7
H -2.80690 -2.01835 -1.26480 0.1 0.8 -0.5
H -1.97753 -2.13794 0.16459 0.1 -0.2 1.9
H -1.65266 0.37457 -1.55051 -0.4 -0.4 -0.2
H -0.08505 -0.72559 0.48695 0.9 0.4 1.2
H 0.86847 1.30605 2.12516 0.9 1.0 -1.0
H 1.17028 3.08115 1.77834 0.1 0.7 0.2
H 2.66713 2.41254 -0.43842 -0.5 0.8 0.5
H 2.44379 0.73088 -0.04232 -1.0 1.4 0.7
```
Forces are in eV/Å.

(7)
Computed, not measured: a structure of composition C4H4OTl at a distorted geometry, with ωB97M-V/def2-TZVPD.

Computed properties:
* orbital gap: 5.62 eV
* spin multiplicity: 1
* charge: -1
* HOMO energy: -2.09 eV

XYZ file:
```
10
Properties=species:S:1:pos:R:3:forces:R:3
H -3.76191 -1.43297 -0.20724 0.5 0.1 -0.1
C -2.78243 -1.12737 -0.52751 0.7 0.4 -0.2
C -1.70633 -0.73747 -0.98089 -0.9 -0.3 0.3
C -0.45531 -0.22645 -1.42361 0.1 -0.9 -0.8
H -0.55804 0.54570 -2.20137 0.1 -0.1 0.3
H 0.23820 -1.01520 -1.75514 -0.3 0.1 0.0
C 2.72452 1.24916 1.78187 0.5 -0.6 0.5
O 1.99478 0.39162 2.33835 1.7 -0.1 1.1
Tl 0.64027 0.91362 0.58437 -2.5 1.4 -1.0
H 3.66626 1.43937 2.39118 -0.1 -0.1 0.0
```
Forces are in eV/Å.

Repeat the fifth record exactly.
Computed, not measured: a cluster of 2 separate species, C5H10O in total at a distorted geometry, with ωB97M-V/def2-TZVPD.

Computed properties:
* orbital gap: 8.64 eV
* spin multiplicity: 1
* HOMO energy: -7.67 eV

XYZ file:
```
16
Properties=species:S:1:pos:R:3:forces:R:3
C 2.37731 0.07487 0.44677 0.2 0.3 -0.1
O 1.50819 -1.05196 0.41727 -0.1 -0.3 -0.2
C 0.71651 -1.31820 -0.59590 1.1 -0.7 -0.2
C -0.83925 0.76595 -0.40481 0.0 -0.7 0.2
C -2.17483 0.51908 0.18331 -0.7 0.6 0.1
C -1.31614 -0.68272 0.14253 -0.4 0.5 0.0
H 1.96464 0.84506 1.09737 -0.1 0.0 0.0
H 2.49160 0.46320 -0.56465 0.1 0.1 0.0
H 3.33801 -0.23808 0.85462 0.0 -0.1 -0.1
H 0.90146 -0.59633 -1.43366 0.2 0.1 0.3
H -0.14248 1.41057 0.14127 -0.2 -0.6 0.0
H -0.78054 0.93631 -1.48465 -0.1 -0.4 0.4
H -3.01562 0.52611 -0.48513 -0.3 0.2 -0.1
H -2.35685 0.92134 1.16476 -0.2 0.2 0.1
H -1.06901 -1.10504 1.12195 0.5 0.4 -0.5
H -1.61826 -1.45444 -0.55766 0.2 0.4 0.0
```
Forces are in eV/Å.

orbital gap of number 4 (C24H38N4O6S)?
8.87 eV